Entry 1:
20
Properties=species:S:1:pos:R:3:mulliken_charge:R:1 method="wB97M-V/def2-TZVPD" e_above_lowest_kcal_mol=0.0 orbital_gap_ev=9.5 e_homo_ha=-0.3294
C 0.351 -2.406 0.604 -0.37
C -0.797 -1.694 0.782 -0.70
C 1.456 -1.857 -0.073 -0.70
C -0.797 -0.286 0.446 -0.34
C 1.438 -0.473 -0.308 -0.06
C 0.331 0.366 -0.142 -0.18
C -0.979 2.342 -0.693 -0.77
C 0.390 1.743 -0.344 0.68
S 1.359 2.156 -1.935 -0.10
S 1.371 2.533 1.029 -0.13
Br -0.898 4.276 -1.071 -0.16
H 0.392 -3.426 0.830 0.41
H -1.657 -2.019 1.321 0.38
H 2.223 -2.545 -0.361 0.40
H -1.494 0.337 1.020 0.20
H 2.333 -0.044 -0.873 0.27
H -1.742 2.268 0.066 0.35
H -1.438 1.974 -1.587 0.53
H 0.719 1.294 -2.547 0.15
H 0.987 3.764 0.634 0.15



Entry 2:
20
Properties=species:S:1:pos:R:3:mulliken_charge:R:1 method="wB97M-V/def2-TZVPD" s2=2.030 spin_multiplicity=3 orbital_gap_ev="7.0 / 6.9" e_homo_ha="-0.2386 / -0.3297"
C -2.811 0.851 0.143 -0.39
C -2.538 -0.409 0.662 -0.65
C -1.908 1.495 -0.713 -0.62
C -1.321 -1.033 0.472 -0.52
C -0.669 0.907 -0.862 -0.21
C -0.365 -0.333 -0.259 0.45
C 2.063 0.640 0.881 -0.58
C 0.958 -0.910 -0.466 0.18
S 1.942 -0.518 -1.969 -0.08
S 1.343 -2.561 0.178 -0.16
Br 3.998 0.518 0.605 -0.14
H -3.797 1.270 0.274 0.37
H -3.260 -0.743 1.355 0.37
H -2.150 2.535 -1.146 0.28
H -1.038 -2.010 0.771 0.37
H 0.211 1.353 -1.378 0.29
H 1.700 0.149 1.728 0.44
H 1.833 1.781 0.747 0.35
H 3.195 -0.608 -1.236 0.11
H 2.614 -2.374 0.213 0.11



Entry 3:
20
Properties=species:S:1:pos:R:3:mulliken_charge:R:1 method="wB97M-V/def2-TZVPD" e_above_lowest_kcal_mol=12.4 orbital_gap_ev=9.7 e_homo_ha=-0.3294
C -1.677 1.836 -0.261 -0.32
C 0.527 1.224 1.302 -1.12
C 0.623 -0.051 0.501 0.66
C 1.514 -0.302 -0.535 -0.50
C 1.379 -1.553 -1.196 -0.39
C 0.293 -2.374 -0.912 -0.57
C -0.496 -2.140 0.151 -0.50
C -0.339 -0.971 0.884 -0.19
H -1.974 2.453 -1.156 0.37
H -1.482 0.889 -0.690 0.21
H -0.082 1.124 2.169 0.45
H 1.548 1.458 1.593 0.46
H 2.263 0.354 -0.837 0.48
H 2.080 -1.831 -2.004 0.33
H 0.309 -3.269 -1.545 0.31
H -1.268 -2.796 0.483 0.41
H -0.888 -1.020 1.851 0.22
O 0.629 2.713 -1.018 -0.57
S -0.145 2.600 0.210 0.40
Cl -2.815 1.656 1.009 -0.15



Entry 4:
25
Properties=species:S:1:pos:R:3:mulliken_charge:R:1 method="wB97M-V/def2-TZVPD" charge=+2 s2=6.030 spin_multiplicity=5 orbital_gap_ev="7.5 / 6.5" e_homo_ha="-0.5941 / -0.5939"
Cr 0.123 2.068 -0.114 -0.64
C 0.161 2.663 1.706 0.52
O 0.088 2.570 2.870 -0.15
C -0.174 3.253 -1.585 0.59
O -0.458 3.908 -2.517 -0.11
C -1.620 1.060 -0.315 0.56
O -2.585 0.484 -0.586 -0.15
C 1.943 1.340 -0.582 0.61
O 2.963 0.812 -0.714 -0.19
C 0.003 -0.844 -2.860 -0.45
H 0.988 -1.302 -2.692 0.28
H -0.876 -1.366 -2.457 0.28
C -0.129 0.244 -3.621 -0.71
H -1.085 0.720 -3.813 0.33
H 0.738 0.784 -3.989 0.32
N -0.363 -2.317 2.935 -0.25
C 0.626 -1.737 1.984 -0.73
C -0.120 -0.676 1.178 0.79
O -1.319 -0.591 1.428 -0.62
O 0.554 0.078 0.374 -0.06
H -0.785 -1.535 3.449 0.35
H 0.023 -2.998 3.611 0.36
H -1.095 -2.801 2.402 0.36
H 1.428 -1.269 2.563 0.34
H 0.968 -2.550 1.344 0.38



Entry 5:
22
Properties=species:S:1:pos:R:3:mulliken_charge:R:1 method="wB97M-V/def2-TZVPD" e_above_lowest_kcal_mol=95.9 orbital_gap_ev="7.5 / 7.5" e_homo_ha="-0.3302 / -0.3302"
C 1.208 1.439 0.107 -0.45
C 0.352 -1.253 -0.028 -1.09
C 2.191 0.466 0.028 0.13
C 1.650 -0.922 0.064 0.63
C -0.205 1.152 0.081 0.13
C -0.694 -0.231 -0.392 1.39
C -0.964 -0.191 -1.929 -1.45
C -1.921 -0.713 1.609 -0.82
N -0.974 2.082 0.459 -0.69
N 3.506 0.887 0.112 -0.23
O 4.425 0.327 -0.373 -0.33
O -1.980 -0.477 0.155 -0.47
F 2.627 -1.837 0.302 -0.31
H 1.522 2.375 0.384 0.58
H 0.107 -2.241 0.127 0.60
H -1.584 0.693 -2.133 0.35
H -1.529 -1.016 -2.400 0.40
H 0.038 -0.094 -2.476 0.32
H -1.144 -0.134 2.039 0.40
H -1.708 -1.721 1.802 0.32
H -2.907 -0.346 2.031 0.27
H -2.017 1.755 0.430 0.33



Entry 6:
24
Properties=species:S:1:pos:R:3:mulliken_charge:R:1 method="wB97M-V/def2-TZVPD" charge=+2 s2=6.040 spin_multiplicity=5 orbital_gap_ev="8.9 / 7.8" e_homo_ha="-0.6521 / -0.6851"
O -0.199 -0.361 -5.506 -0.08
C -0.199 -0.360 -4.371 0.19
Fe -0.199 -0.360 -1.477 0.06
O -1.760 -2.991 -1.388 -0.14
C -1.174 -2.003 -1.462 0.38
C 0.775 1.284 -1.463 0.27
O 1.362 2.272 -1.390 -0.15
C -1.842 0.615 -1.462 0.45
O -2.830 1.202 -1.389 -0.14
C 1.444 -1.334 -1.462 0.44
O 2.433 -1.920 -1.387 -0.14
C -0.400 -0.582 2.669 -1.26
P -0.023 -0.019 0.969 0.98
C -0.920 1.567 1.196 -1.28
C 1.790 -0.134 1.224 -1.28
H -1.500 -0.637 2.807 0.41
H 0.025 0.109 3.427 0.44
H 0.022 -1.596 2.828 0.41
H -0.691 2.005 2.190 0.41
H -0.624 2.318 0.441 0.41
H -2.013 1.395 1.138 0.41
H 2.070 0.268 2.220 0.40
H 2.110 -1.195 1.176 0.41
H 2.341 0.457 0.470 0.42



Entry 7:
23
Properties=species:S:1:pos:R:3:mulliken_charge:R:1 method="wB97M-V/def2-TZVPD" e_above_lowest_kcal_mol=0.0 charge=+1 orbital_gap_ev=8.3 e_homo_ha=-0.4375
C 2.105 -1.968 1.136 -0.14
C -2.879 0.676 -0.470 -0.21
C 0.887 -1.431 1.391 -0.34
C -1.992 -0.434 -0.523 -0.38
C 1.425 -1.111 -0.719 0.74
C -0.882 1.339 0.274 0.58
C 1.490 -0.628 -2.071 -1.14
C 0.236 1.999 0.949 -1.24
N 2.405 -1.787 -0.169 -0.62
N -2.180 1.668 0.152 0.00
N 0.477 -0.847 0.218 0.09
N -0.820 0.037 -0.051 0.25
I -0.268 -1.180 3.156 0.13
I -2.276 -2.435 -1.056 0.29
H 2.638 -2.567 1.859 0.43
H -3.893 0.717 -0.779 0.48
H 0.505 -0.651 -2.590 0.28
H 1.666 0.542 -1.998 0.21
H 2.346 -1.052 -2.412 0.42
H 0.132 2.006 2.037 0.31
H 1.158 1.557 0.765 0.31
H 0.389 3.057 0.640 0.39
H -2.668 2.492 0.262 0.14



Entry 8:
21
Properties=species:S:1:pos:R:3:mulliken_charge:R:1 method="wB97M-V/def2-TZVPD" s2=2.025 spin_multiplicity=3 orbital_gap_ev="6.8 / 6.2" e_homo_ha="-0.2618 / -0.3109"
C 0.535 1.969 2.163 -0.34
C -0.435 2.389 1.153 -0.43
C 1.337 0.938 1.925 -0.25
C -0.501 1.863 -0.063 -0.69
C 1.218 0.068 0.691 -0.19
C 0.278 0.646 -0.406 0.42
C -0.005 -0.818 -2.508 -0.39
C 0.286 0.023 -1.556 -0.04
N -1.679 -1.774 -1.169 -0.15
N -1.125 -1.621 -2.417 -0.54
S 0.226 -1.418 1.457 -0.22
I -0.422 -3.730 -3.358 -0.09
H 0.466 2.624 3.117 0.24
H -0.987 3.132 1.482 0.58
H 2.016 0.556 2.642 0.41
H -1.204 2.308 -0.847 0.31
H 2.131 -0.486 0.536 0.50
H 0.468 -0.887 -3.475 0.41
H -2.631 -1.974 -1.219 0.22
H -1.239 -2.064 -0.370 0.13
H 1.267 -1.741 2.220 0.12



Entry 9:
28
Properties=species:S:1:pos:R:3:mulliken_charge:R:1 method="wB97M-V/def2-TZVPD" charge=+2 orbital_gap_ev="5.0 / 5.0" e_homo_ha="-0.5107 / -0.5112"
Mo -0.141 -0.056 0.213 0.85
C -2.643 3.514 -0.386 -1.44
C -1.574 2.529 -0.086 0.62
N -1.702 1.253 -0.194 0.37
N -2.925 0.727 -0.576 -1.29
C -3.121 -0.424 0.001 0.73
N -4.246 -1.100 -0.229 -0.37
S -1.930 -1.178 1.106 -0.28
C -0.266 2.942 0.465 0.65
C 0.024 4.254 0.779 -0.52
C 1.230 4.553 1.402 -0.44
C 2.108 3.526 1.697 -0.82
C 1.768 2.235 1.337 -0.14
N 0.613 1.938 0.727 -0.19
H -3.463 3.037 -0.911 0.39
H -2.245 4.325 -0.998 0.42
H -3.024 3.947 0.542 0.37
H -4.955 -0.696 -0.821 0.25
H -4.445 -1.958 0.253 0.21
H -0.693 5.031 0.560 0.39
H 1.469 5.575 1.662 0.45
H 3.049 3.712 2.194 0.41
H 2.426 1.403 1.542 0.49
Se 5.744 -1.991 1.028 0.01
Sb 4.732 -3.538 -0.554 0.92
Se 2.193 -0.478 -0.614 -0.03
Se 0.487 -1.964 -1.057 -0.02
Se 6.265 -1.845 -1.353 0.03



Entry 10:
21
Properties=species:S:1:pos:R:3:mulliken_charge:R:1 method="wB97M-V/def2-TZVPD" e_above_lowest_kcal_mol=46.0 charge=-1 orbital_gap_ev=6.3 e_homo_ha=-0.1172
C -2.325 -0.647 -0.061 0.11
C -1.531 -2.821 -0.422 0.18
C 2.312 0.906 -0.270 0.10
C -0.735 -1.003 -1.941 -0.91
C 0.084 1.951 0.333 -1.14
C 1.107 0.309 2.017 -1.23
C -1.435 -1.489 -0.695 0.45
C 1.271 1.156 0.748 1.32
N -3.131 0.004 0.503 -0.72
N -1.520 -3.955 -0.163 -0.68
O 2.611 0.493 -1.305 -0.48
O 2.617 1.814 0.651 -0.51
H -1.369 -0.562 -2.694 0.24
H -0.284 -1.936 -2.260 0.33
H -0.022 -0.072 -1.752 0.09
H -0.344 2.540 1.077 0.45
H -0.704 1.185 0.094 0.04
H 0.468 2.744 -0.371 0.32
H 1.331 0.810 2.889 0.40
H 0.209 -0.469 1.836 0.25
H 1.976 -0.348 1.957 0.38



Entry 11:
22
Properties=species:S:1:pos:R:3:mulliken_charge:R:1 method="wB97M-V/def2-TZVPD" e_above_lowest_kcal_mol=96.5 orbital_gap_ev=9.2 e_homo_ha=-0.3236
C 2.729 -2.090 -0.613 -0.77
C 1.303 0.190 0.083 0.48
C -0.650 0.653 1.487 -1.20
C -1.612 0.312 0.470 0.76
C -2.199 -0.903 0.197 -0.46
C -3.166 -0.500 -0.965 -0.66
C -3.164 0.807 -1.029 -0.35
C 2.600 1.843 -0.400 0.42
H 3.054 -1.302 -1.472 0.26
H 3.512 -1.970 0.308 0.26
H 2.918 -3.247 -0.684 0.31
H 0.951 2.065 0.913 0.31
H -0.635 -0.234 2.164 0.33
H -0.962 1.341 2.209 0.49
H -1.860 -1.852 0.652 0.45
H -3.788 -1.090 -1.479 0.52
H -3.704 1.542 -1.606 0.43
N 0.581 0.980 0.864 -0.16
N 2.481 0.597 -0.404 -0.43
N 2.865 3.020 -0.647 -0.61
O -2.305 1.387 -0.143 -0.39
S 1.050 -1.548 0.096 0.00



Entry 12:
31
Properties=species:S:1:pos:R:3:mulliken_charge:R:1 method="wB97M-V/def2-TZVPD" e_above_lowest_kcal_mol=2.7 charge=+3 orbital_gap_ev="7.3 / 7.3" e_homo_ha="-0.7251 / -0.7250"
W 1.180 0.170 0.212 1.45
O 0.529 3.465 -2.269 -0.33
C 0.445 2.538 -1.404 0.50
O 1.239 1.557 -1.340 -0.64
C -0.631 2.571 -0.399 0.46
C -1.649 3.485 -0.231 -0.55
C -2.579 3.241 0.788 -0.40
C -2.477 2.097 1.569 -0.72
C -1.422 1.228 1.322 0.90
N -0.522 1.481 0.381 -0.17
C -1.149 -0.087 1.997 0.10
O -1.716 -0.571 2.903 -0.39
O -0.098 -0.720 1.331 -0.39
H 1.275 3.376 -2.901 0.44
H -1.723 4.355 -0.872 0.57
H -3.388 3.941 0.954 0.51
H -3.192 1.866 2.350 0.55
N -0.222 -1.896 -1.414 -0.43
N 0.044 -3.061 -0.663 -0.12
C 1.053 -3.061 0.198 0.55
N 1.299 -4.017 1.041 -0.28
N 1.884 -1.923 0.189 -0.44
N 2.557 -1.756 -0.970 1.12
O 2.661 -0.483 -1.159 -0.53
O 2.968 -2.576 -1.698 -0.44
H -1.211 -1.681 -1.312 0.31
H -0.049 -2.098 -2.400 0.32
H -0.551 -3.876 -0.779 0.20
H 0.703 -4.832 1.150 0.27
H 2.141 -3.978 1.604 0.29
Te 2.598 1.244 1.823 0.28



Entry 13:
20
Properties=species:S:1:pos:R:3:mulliken_charge:R:1 method="wB97M-V/def2-TZVPD" e_above_lowest_kcal_mol=262.0 orbital_gap_ev="6.2 / 6.3" e_homo_ha="-0.3255 / -0.3271"
C -4.858 0.107 -1.211 -0.51
C -3.947 0.181 -0.430 -0.75
C -2.762 0.291 0.111 1.25
C -1.749 0.225 0.799 -0.67
C 0.939 -1.050 -1.139 -1.38
C 1.391 1.134 1.230 -1.09
C 0.754 0.515 -1.135 -0.54
C 0.430 1.211 0.093 0.22
N -0.440 2.319 0.040 1.06
O -0.428 3.100 1.014 -0.61
O -1.082 2.483 -0.967 -0.56
H -5.704 0.358 -1.859 0.36
H 1.857 -1.415 -0.713 0.39
H 0.895 -1.308 -2.167 0.42
H 0.160 -1.474 -0.637 0.43
H 2.303 1.516 0.814 0.37
H 1.391 0.053 1.363 0.37
H 0.858 1.653 2.183 0.33
H -0.189 0.687 -1.753 0.31
H 1.495 1.046 -1.626 0.59



Entry 14:
22
Properties=species:S:1:pos:R:3:mulliken_charge:R:1 method="wB97M-V/def2-TZVPD" e_above_lowest_kcal_mol=54.0 orbital_gap_ev=10.1 e_homo_ha=-0.3629
C -2.202 -1.677 -0.547 -0.33
C -1.229 -2.469 -0.017 -0.67
C -2.066 -0.327 -0.458 -0.38
C 0.065 -1.893 0.256 -0.62
C -0.841 0.192 -0.291 0.69
C 0.295 -0.589 -0.038 0.36
C -0.710 1.745 -0.188 0.25
C -0.229 2.188 1.201 -0.97
N 2.691 -0.059 1.139 -0.68
O 2.024 1.324 -0.946 -0.45
O 2.598 -0.973 -1.267 -0.63
O -1.125 2.498 -1.040 -0.56
S 2.034 -0.125 -0.214 1.10
H -3.025 -2.150 -1.157 0.32
H -1.262 -3.523 -0.013 0.38
H -3.012 0.231 -0.733 0.31
H 0.901 -2.560 0.618 0.33
H 0.652 1.623 1.504 0.38
H -1.215 2.005 1.776 0.29
H 0.039 3.242 1.169 0.28
H 3.674 0.184 1.071 0.27
H 1.941 1.116 -1.826 0.33



Entry 15:
22
Properties=species:S:1:pos:R:3:mulliken_charge:R:1 method="wB97M-V/def2-TZVPD" e_above_lowest_kcal_mol=75.5 s2=2.008 spin_multiplicity=3 orbital_gap_ev="6.0 / 8.5" e_homo_ha="-0.2139 / -0.3924"
C -2.521 -1.104 -0.787 -0.32
C -2.488 -0.633 0.545 -0.37
C -1.428 -1.431 -1.528 -0.77
C -1.324 -0.343 1.098 -0.86
C 0.509 1.140 0.101 0.27
C -0.040 -1.189 -1.014 -0.57
C -0.008 -0.467 0.334 1.34
C 2.453 2.383 0.011 -0.84
N 1.090 -1.006 1.091 0.94
O 1.093 -0.620 2.252 -0.63
O -0.283 2.050 0.008 -0.57
O 1.903 -1.690 0.539 -0.63
O 1.780 1.152 0.059 -0.27
H -3.493 -1.219 -1.061 0.47
H -3.381 -0.375 1.122 0.34
H -1.419 -1.731 -2.545 0.44
H -1.321 0.061 2.155 0.33
H 0.312 -2.186 -0.784 0.42
H 0.561 -0.804 -1.948 0.32
H 2.790 2.639 1.012 0.32
H 1.719 3.074 -0.235 0.42
H 3.496 2.301 -0.423 0.23



| no. | DFT total energy (a.u.) |
| --- | --- |
| 1 | -3680.5726 |
| 2 | -3680.4434 |
| 3 | -1243.8059 |
| 4 | -1860.2179 |
| 5 | -669.9260 |
| 6 | -2290.7632 |
| 7 | -1124.3329 |
| 8 | -1115.3964 |
| 9 | -10841.0925 |
| 10 | -570.1816 |
| 11 | -947.7976 |
| 12 | -1424.2614 |
| 13 | -515.0614 |
| 14 | -988.8124 |
| 15 | -665.6710 |